[1]
# C20H47FInNO4P

A structure of composition C20H47FInNO4P (ωB97M-V with the def2-TZVPD basis set, the Open Molecules 2025 dataset).

Calculated values
multiplicity	1
HOMO level	-0.1608	hartree
maximum force	7.23	eV/A
total charge	-1
E_tot	-48364.6295	eV

```
75
C20H47FInNO4P (ωB97M-V with the def2-TZVPD basis set)
C 2.98426 -2.48396 2.66737
C 3.32106 -2.78284 1.18645
C 2.06551 -3.08712 0.33289
C 1.75998 -2.03360 -0.74167
C 1.42006 -0.62025 -0.21883
C -0.08203 -0.37676 0.09428
C -0.72880 -1.41854 1.03396
C -2.02537 -0.89507 1.68730
C -1.96467 -0.78397 3.22331
C -0.65638 -0.16291 3.76655
C -0.76651 0.24133 5.25346
C 0.55266 0.01551 6.05177
C 1.80987 0.36481 5.24898
C 3.12703 0.25339 6.07559
In 4.66470 1.36432 4.84540
N 3.72315 3.24583 4.37760
F 6.43376 1.66096 5.89085
H 2.00822 -2.00228 2.76592
H 2.95415 -3.42437 3.23252
H 3.76133 -1.87898 3.14314
H 3.96479 -2.00353 0.76692
H 3.92762 -3.69731 1.21329
H 1.22387 -3.26114 1.00817
H 2.23473 -4.04491 -0.18004
H 2.60634 -1.97893 -1.43693
H 0.90035 -2.38337 -1.33355
H 1.68587 0.07488 -1.02864
H 2.01453 -0.30145 0.64556
H -0.13591 0.59017 0.61536
H -0.68667 -0.28677 -0.81734
H 0.02513 -1.71813 1.76426
H -0.92394 -2.31472 0.43025
H -2.81013 -1.63115 1.45779
H -2.37449 0.04413 1.24117
H -2.83594 -0.26921 3.64896
H -2.00944 -1.80396 3.63488
H -0.31160 0.67378 3.15146
H 0.09287 -0.95840 3.72360
H -1.59966 -0.29502 5.72804
H -1.00736 1.31234 5.30863
H 0.57997 -1.05659 6.29535
H 0.50804 0.61617 6.96550
H 1.96000 -0.28268 4.38243
H 1.75825 1.39170 4.85508
H 3.02926 0.68534 7.07593
H 3.41099 -0.80599 6.07271
H 4.96945 0.50284 3.29335
H 4.45155 3.90931 4.12811
H 3.28074 3.54955 5.24243
O -1.74199 0.67664 -3.76760
P -2.45918 1.53721 -4.75484
O -1.78282 1.05078 -6.18271
C -1.44355 -0.30944 -6.41496
C -2.59824 -1.09587 -7.00703
O -1.67103 2.94077 -4.51337
C -0.86721 3.09924 -3.33554
C 0.55205 2.62315 -3.53504
O -3.65839 2.39134 -5.48539
C -4.59046 1.77162 -6.36201
C -5.56112 0.86642 -5.63055
H -1.08593 -0.79743 -5.50732
H -0.61024 -0.30596 -7.12044
H -3.46418 -1.08197 -6.34033
H -2.30983 -2.13464 -7.17418
H -2.90880 -0.67161 -7.96385
H -1.31377 2.57968 -2.48887
H -0.88380 4.16495 -3.10047
H 0.57687 1.58665 -3.87183
H 1.10389 2.69641 -2.59662
H 1.06765 3.21286 -4.29524
H -4.07220 1.24564 -7.16500
H -5.14357 2.58355 -6.83819
H -5.03202 0.09239 -5.06663
H -6.24023 0.38499 -6.33527
H -6.15307 1.44017 -4.91626
```

[2]
# C4H6Br2N2S

A cluster of 2 separate species, C4H6Br2N2S in total (ωB97M-V with the def2-TZVPD basis set, the Open Molecules 2025 dataset).

Calculated values
multiplicity	1
HOMO level	-0.2992	hartree
SMILES	SN1C=C1CBr.C=NBr
maximum force	1.56	eV/A
total charge	0
E_tot	-158140.3237	eV

```
15
C4H6Br2N2S (ωB97M-V with the def2-TZVPD basis set)
S 0.07135 2.63724 -1.12621
N 0.63053 1.92167 0.39219
C 2.06707 1.97152 0.63896
C 1.61695 0.82935 0.24009
C 1.59487 -0.51487 -0.28871
Br 3.39957 -1.27151 -0.42570
H -1.20374 2.39015 -0.82421
H 2.81281 2.68370 0.87678
H 1.17072 -0.50904 -1.29701
H 1.01337 -1.18437 0.34733
C -2.82627 -2.10228 0.70615
N -2.02716 -1.20525 0.34743
Br -1.99391 -0.63364 -1.41567
H -3.55224 -2.61833 0.08199
H -2.77393 -2.39435 1.74658
```

[3]
# C36H44N3O2

A cluster of 2 separate species, C36H44N3O2 in total (ωB97M-V with the def2-TZVPD basis set, the Open Molecules 2025 dataset).

Calculated values
multiplicity	1
HOMO level	-0.3574	hartree
maximum force	2.48	eV/A
total charge	+1
E_tot	-46604.3246	eV

```
85
C36H44N3O2 (ωB97M-V with the def2-TZVPD basis set)
C 3.84642 -1.56028 -3.60001
N 3.16549 -1.11107 -2.40669
C 3.90464 -0.85691 -1.27641
O 5.09279 -1.12460 -1.12818
C 2.99618 -0.17446 -0.28160
C 3.39395 1.28767 -0.06578
C 3.54724 2.04284 -1.36534
C 4.74794 1.95461 -2.07923
C 4.89495 2.60379 -3.30480
C 3.83522 3.35221 -3.83073
C 2.65311 3.48710 -3.09502
C 2.52075 2.85803 -1.85272
N 1.67946 -0.33317 -0.89815
C 0.62220 0.30204 -0.35104
C -0.57012 0.54387 -1.02525
C -1.81109 0.60656 -0.39269
C -3.03448 0.52974 -1.15299
C -4.26538 0.20639 -0.52510
C -5.41763 -0.03755 -1.26238
C -5.39347 0.06370 -2.66290
C -4.20430 0.42949 -3.30832
C -3.04982 0.68510 -2.57159
C 1.72281 -0.99567 -2.22911
C 0.96958 -2.38210 -2.41016
C 1.54539 -3.39493 -1.42395
C 1.14558 -2.87776 -3.84389
C -0.52515 -2.23190 -2.18021
H 4.82677 -1.07109 -3.64344
H 4.01823 -2.64862 -3.57997
H 3.26783 -1.28602 -4.48835
H 3.02595 -0.74360 0.66251
H 2.66059 1.77297 0.58449
H 4.35930 1.25963 0.45719
H 5.56945 1.35887 -1.66985
H 5.83588 2.51017 -3.84983
H 3.94069 3.84135 -4.80097
H 1.82503 4.08153 -3.48494
H 1.61048 2.98552 -1.25925
H 0.76321 0.64029 0.68135
H -0.50119 0.67482 -2.11116
H -1.86321 0.68510 0.69262
H -4.27438 0.12282 0.56358
H -6.34152 -0.31164 -0.74721
H -6.29494 -0.13447 -3.24392
H -4.17499 0.51924 -4.39644
H -2.14406 1.00343 -3.09328
H 1.32058 -0.30380 -2.99532
H 1.40359 -3.06900 -0.38696
H 1.02818 -4.35631 -1.55029
H 2.61369 -3.56772 -1.60464
H 0.93640 -2.08090 -4.57015
H 2.14353 -3.28671 -4.03067
H 0.43787 -3.69599 -4.04340
H -0.95803 -1.47470 -2.84775
H -1.02727 -3.18666 -2.39966
H -0.75907 -1.98414 -1.14142
C -6.18721 1.81777 3.26471
C -5.99863 0.45769 2.97714
C -4.71209 -0.07158 2.90360
C -3.57376 0.75195 3.10305
C -2.22064 0.22362 2.98395
C -1.21620 0.68152 3.81568
N -0.05361 0.04347 4.11955
C 0.67724 0.56687 5.28980
C 2.08309 -0.00683 5.37690
O 2.08946 -1.42037 5.15860
C 1.56869 -1.78054 3.87948
C 0.11404 -1.34484 3.71274
C -3.78595 2.11002 3.44273
C -5.07425 2.63349 3.51683
H -7.19266 2.24145 3.28358
H -6.86085 -0.18978 2.80674
H -4.55898 -1.13493 2.69318
H -2.08110 -0.69096 2.40315
H -1.32488 1.64041 4.33920
H 0.71951 1.65637 5.19013
H 0.14166 0.31960 6.22523
H 2.73138 0.52218 4.65052
H 2.46763 0.11103 6.40026
H 2.17036 -1.33842 3.05574
H 1.64227 -2.87898 3.85947
H -0.52738 -2.02617 4.30945
H -0.17023 -1.44753 2.65867
H -2.91649 2.74068 3.63126
H -5.21128 3.68566 3.76998
```

no.,orbital gap (eV)
1,5.704
2,8.542
3,5.163